The following is a DFT calculation (ωB97M-V/def2-TZVPD) of 2 unconnected molecules or ions with the total composition C28H21NO4 in a non-equilibrium geometry.

Structure (XYZ):
```
54
Properties=species:S:1:pos:R:3:forces:R:3:mulliken_charge:R:1
C -0.779756 -1.395214 0.067017 -0.3 0.6 -1.6 -0.4935
C 0.190386 -2.461498 -0.131124 0.5 0.1 -1.5 0.4170
O 0.853030 -2.457197 -1.193760 -0.8 0.0 1.8 -0.6289
C 0.301508 -3.598922 0.839197 0.8 -0.9 -0.4 0.3731
C -0.786810 -4.443159 1.101160 0.3 -0.4 0.0 -0.1209
C -0.607131 -5.608827 1.848469 0.2 0.4 -0.1 -0.6321
C 0.657643 -5.924400 2.360391 0.2 0.3 -0.1 -0.4339
C 1.754073 -5.097128 2.077805 -0.2 0.0 -0.1 -0.5690
C 1.582261 -3.958194 1.282171 -0.4 0.0 0.1 -0.5587
N -1.646094 -1.422735 1.146825 -1.9 -0.1 2.8 1.0646
O -2.710653 -0.723216 1.125408 1.9 -1.3 -0.4 -0.7099
O -1.390135 -2.135379 2.158592 -0.2 1.8 -1.6 -0.6260
H -1.250259 -1.015980 -0.848817 0.0 -0.7 0.7 0.6520
H -1.773673 -4.222081 0.698191 0.2 0.1 0.1 0.3602
H -1.467729 -6.254143 2.032161 0.3 0.1 0.0 0.3575
H 0.791161 -6.820050 2.969656 0.0 0.3 -0.2 0.3526
H 2.752524 -5.335292 2.460091 -0.4 0.0 -0.1 0.3557
H 2.431312 -3.329278 0.993296 -0.3 -0.3 0.2 0.3949
C -1.807406 5.898609 3.003534 -0.3 -0.5 -0.2 -0.8221
O -2.560703 4.804122 2.416518 0.7 0.2 0.1 -0.4320
C -1.881175 3.820618 1.773518 0.3 -0.2 -0.2 0.9007
C -2.658166 2.806042 1.164920 0.3 0.6 0.4 -1.5236
C -2.049835 1.806159 0.444889 0.1 0.2 -0.4 -0.2587
C -0.645411 1.752967 0.292286 -0.2 0.5 0.8 0.8401
C -0.029923 0.814545 -0.614490 0.4 0.5 0.5 1.2450
C 1.399291 0.518355 -0.612137 0.7 -0.5 -0.9 -0.8692
C 1.782053 0.118757 -1.932102 0.5 0.7 1.1 0.0935
C 3.111603 -0.072262 -2.265767 -0.3 -0.1 0.1 -0.5137
C 4.077251 0.090690 -1.264236 -0.2 0.1 -0.1 -0.6553
C 3.705973 0.456154 0.035880 -0.1 -0.2 -0.1 -1.1077
C 2.363341 0.645091 0.383439 -0.1 -0.1 -0.2 0.2130
C 0.612217 0.214686 -2.792977 -1.0 0.6 -0.1 0.3962
C -0.468966 0.741149 -2.019635 0.2 -1.2 -1.0 0.3034
C -1.684871 1.036616 -2.630494 0.4 -0.1 0.1 0.2439
C -1.815430 0.799950 -4.003383 0.3 -0.2 -0.2 -0.9831
C -0.744243 0.284223 -4.756075 -0.4 0.3 0.2 -0.6731
C 0.489823 0.014352 -4.155888 0.0 0.0 0.4 -0.7935
C 0.123084 2.746996 0.950957 0.0 -0.3 -0.3 -1.0363
C -0.470420 3.772707 1.666307 -0.6 0.1 0.1 -0.7876
H -2.575736 6.521235 3.466023 0.3 -0.1 -0.1 0.2477
H -1.097797 5.542204 3.771185 -0.3 0.1 -0.3 0.3242
H -1.267721 6.473999 2.230798 -0.2 -0.3 0.3 0.3407
H -3.739980 2.833850 1.266931 0.2 0.0 0.0 0.4365
H -2.666969 1.049316 -0.025294 0.2 0.2 0.2 0.7031
H 3.351160 -0.312185 -3.303708 0.2 0.0 0.4 0.3906
H 5.126073 -0.058374 -1.517240 -0.2 0.1 0.2 0.4172
H 4.473499 0.606976 0.788417 -0.1 -0.1 -0.1 0.4187
H 2.066777 0.899083 1.401729 0.2 -0.1 -0.2 0.7372
H -2.502418 1.449727 -2.048577 0.1 -0.1 -0.3 0.4439
H -2.761546 1.029765 -4.494122 0.3 -0.1 0.1 0.4065
H -0.869391 0.119306 -5.826954 0.0 0.1 0.3 0.3937
H 1.357992 -0.331865 -4.715893 -0.4 0.0 -0.1 0.4270
H 1.204604 2.765545 0.810021 -0.4 0.0 0.1 0.5650
H 0.151707 4.543583 2.124893 -0.2 -0.3 -0.2 0.4134
```
Forces are in eV/Å.

Results
Multiplicity: 1
LUMO level, hartree: -0.0769
Gap between HOMO and LUMO, Eh: 0.22486
E_tot, hartree: -1435.1155